[1]
2 unconnected molecules or ions with the total composition C25H13B2Cl3F9O at a distorted geometry, computed with wB97M-V/def2-TZVPD.

The geometry in ORCA input format:
```
! RIJCOSX wB97M-V def2-TZVPD def2/J DEFGRID3
* xyz -1 1
Cl 2.763 -1.774 -1.815
Cl 2.666 0.392 -4.010
Cl 1.514 -2.411 -4.492
F 6.216 1.098 1.098
F -2.096 0.494 2.760
F 0.921 2.655 3.238
F -1.620 5.688 0.694
F -1.111 -3.209 5.495
F 1.342 -2.364 1.542
F 2.508 -0.286 3.578
F 1.927 1.558 -0.837
F -1.658 1.088 -0.481
O 0.509 -0.402 -2.699
C -1.102 2.124 0.243
C -2.249 -0.228 -3.574
C -3.380 -2.737 -4.210
C -1.738 -1.380 4.104
C -0.543 -1.272 -2.274
C -0.218 1.841 1.302
C 2.718 1.205 0.230
C 4.093 1.226 0.051
C 0.102 2.884 2.168
C -0.335 4.179 2.018
C 0.470 -1.988 2.529
C 4.870 0.842 1.151
C 4.355 0.296 2.315
C -0.006 -2.960 3.396
C -3.944 -1.525 -4.626
C -1.241 -0.501 3.161
C -2.220 -2.692 -3.440
C 2.123 0.728 1.427
C -1.002 -2.553 4.281
C -0.005 -0.638 2.504
C -1.655 -1.440 -3.229
C -3.429 -0.256 -4.293
C -1.499 3.433 -0.029
C 2.991 0.253 2.413
C -1.126 4.414 0.905
B 0.626 0.601 1.764
B 1.722 -1.006 -3.179
H -2.571 -1.119 4.730
H -0.045 4.941 2.727
H -2.108 3.669 -0.911
H -3.924 0.703 -4.529
H -1.797 0.706 -3.152
H -1.796 -3.569 -2.921
H 0.465 -3.947 3.492
H -4.887 -1.525 -5.198
H -0.072 -2.160 -1.794
H 4.968 -0.024 3.158
H 4.537 1.546 -0.880
H -1.164 -0.905 -1.468
H -3.863 -3.696 -4.431
*
```

## Properties
Gap between HOMO and LUMO, eV: 7.239
E_LUMO, Ha: 0.045


[2]
2 unconnected molecules or ions with the total composition C5H8I2 at a distorted geometry, computed with wB97M-V/def2-TZVPD.

The geometry in ORCA input format:
```
! RIJCOSX wB97M-V def2-TZVPD def2/J DEFGRID3
* xyz 0 1
I 1.054 2.323 0.727
I -1.391 -1.312 -1.649
C 0.532 0.402 0.224
C -0.881 -0.095 0.138
C 2.469 -0.427 -1.280
C -2.034 0.843 0.512
C 0.053 -0.690 1.184
H 3.158 0.306 -1.240
H 0.623 -1.701 0.928
H -2.577 0.985 -0.507
H 2.471 -1.193 -0.549
H -2.637 0.437 1.340
H -1.370 1.738 0.864
H 1.680 -0.436 -2.046
H -0.234 -0.453 2.229
*
```

## Properties
Energy relative to the best compared isomer or geometry (same formula, charge and spin), eV: 4.386
Gap between HOMO and LUMO (alpha / beta), eV: 7.659 / 8.294
E_LUMO (alpha / beta), Ha: -0.035 / -0.007


[3]
A molecular structure, CH5NOS at a distorted geometry, computed with wB97M-V/def2-TZVPD.

The geometry in ORCA input format:
```
! RIJCOSX wB97M-V def2-TZVPD def2/J DEFGRID3
* xyz 0 3
S 2.884 -0.724 0.167
O 3.718 0.392 -0.379
N -1.457 0.635 0.643
C -1.090 0.747 -0.538
H -1.612 -0.015 -1.278
H -0.236 -2.070 0.196
H -0.369 1.419 -0.875
H -1.168 1.270 1.371
H -0.670 -1.654 0.692
*
```

## Properties
⟨S²⟩: 2.0086
Energy relative to the best compared isomer or geometry (same formula, charge and spin), eV: 0.589
Gap between HOMO and LUMO (alpha / beta), eV: 10.602 / 8.510
E_LUMO (alpha / beta), Ha: 0.029 / -0.050


[4]
C4H6O2 in the gas phase, computed with wB97M-V/def2-TZVPD.

The geometry in ORCA input format:
```
! RIJCOSX wB97M-V def2-TZVPD def2/J DEFGRID3
* xyz 0 1
O 1.730 0.861 1.246
O -1.749 -0.831 -0.407
C 1.838 0.181 0.253
C -1.711 0.497 0.100
C -0.586 -0.413 0.287
C 0.668 -0.332 -0.544
H 2.837 -0.107 -0.131
H 0.914 -1.318 -0.958
H -2.383 0.694 0.933
H -1.639 1.285 -0.651
H -0.448 -0.860 1.274
H 0.531 0.344 -1.401
*
```

## Properties
Energy relative to the best compared isomer or geometry (same formula, charge and spin), eV: 1.970
SMILES string: O=CC[C@H]1CO1
Gap between HOMO and LUMO, eV: 11.026
E_LUMO, Ha: 0.035


[5]
2 unconnected molecules or ions with the total composition C10H22N3O5S at a distorted geometry, computed with wB97M-V/def2-TZVPD.

The geometry in ORCA input format:
```
! RIJCOSX wB97M-V def2-TZVPD def2/J DEFGRID3
* xyz 1 1
S -2.442 -1.504 2.338
O -1.325 -1.817 3.179
O -2.272 -0.811 1.086
O 0.038 -0.431 -2.143
O -3.293 -2.838 2.084
O -2.065 4.323 0.788
N 1.809 1.099 -1.295
N -1.104 3.495 -1.232
N 2.714 0.308 -2.019
C -2.836 -3.763 1.088
C 1.083 2.210 -1.995
C 0.011 2.579 -0.869
C 0.681 0.110 -0.999
C -0.349 1.114 -0.289
C -1.676 -4.602 1.589
C 4.620 1.837 -1.178
C 3.974 1.010 -2.358
C -1.705 3.783 -0.166
C -3.653 -0.653 3.302
H -0.785 -3.990 1.741
H -1.430 -5.385 0.871
H 0.643 3.211 -0.168
H 5.736 1.967 -1.308
H -1.919 -5.062 2.549
H 2.864 -0.606 -1.588
H 4.206 2.896 -1.166
H 1.089 -0.638 -0.256
H 1.894 2.967 -2.188
H -3.918 -1.272 4.158
H 4.715 0.200 -2.638
H -0.917 -0.312 -1.980
H 0.711 1.932 -3.017
H 4.446 1.411 -0.152
H -0.017 1.229 0.792
H 2.037 1.407 -0.334
H -4.524 -0.455 2.680
H -1.422 0.796 -0.277
H -2.574 -3.237 0.166
H 3.848 1.626 -3.294
H -3.212 0.283 3.642
H -3.679 -4.415 0.858
*
```

## Properties
Energy relative to the best compared isomer or geometry (same formula, charge and spin), eV: 0.000
Gap between HOMO and LUMO, eV: 10.573
E_LUMO, Ha: -0.106